Entry from OMol25: a structure of composition C13H12Cl8CoN3S at a distorted geometry (ωB97M-V/def2-TZVPD).

The geometry in XYZ format:
```
38
Properties=species:S:1:pos:R:3:forces:R:3:mulliken_charge:R:1
Co -0.37514 -0.85615 0.04439 1.6 -0.1 1.1 -0.42
Cl -1.72723 -2.32358 -1.83563 0.0 -0.1 -0.2 -0.18
C -2.31951 -0.68074 -1.80889 0.0 0.0 0.0 1.52
C -1.70133 0.11926 -0.87162 -0.4 -0.3 0.1 -1.39
C -2.08204 1.44303 -0.80298 0.0 0.0 0.0 1.19
Cl -1.30929 2.46786 0.36718 0.0 0.0 0.0 -0.18
C -3.07056 1.95162 -1.64646 0.0 0.0 0.0 -0.13
Cl -3.52399 3.60347 -1.54902 0.0 0.0 0.0 -0.16
C -3.68808 1.10951 -2.57556 0.0 0.0 0.0 0.61
Cl -4.90490 1.72068 -3.61619 0.0 0.0 0.0 -0.16
C -3.31242 -0.23356 -2.66510 0.0 0.0 0.0 -0.40
Cl -4.04008 -1.29318 -3.79523 0.0 0.0 0.0 -0.17
C 1.47118 3.04188 -2.60436 0.0 0.0 0.0 -0.96
N 1.97198 2.34096 -1.41622 0.0 0.0 0.0 0.02
C 2.89728 3.04606 -0.52697 0.0 0.0 0.0 -0.85
C 1.44658 1.21098 -1.06807 0.0 0.0 0.0 0.48
N 0.99027 0.18014 -0.79498 -0.2 0.1 -0.2 -0.33
H 2.31318 3.32473 -3.23390 0.0 0.0 0.0 0.34
H 0.92077 3.93220 -2.29964 0.0 0.0 0.0 0.35
H 0.81085 2.38304 -3.16180 0.0 0.0 0.0 0.34
H 3.81947 3.26376 -1.06373 0.0 0.0 0.0 0.33
H 3.12088 2.42276 0.33455 0.0 0.0 0.0 0.29
H 2.44271 3.97749 -0.18934 0.0 0.0 0.0 0.31
C 1.75703 -2.38224 3.16648 -0.1 0.1 0.1 -0.59
S 1.88895 -1.84079 1.45407 -0.4 -0.2 -0.4 0.04
C 3.38323 -0.84509 1.52240 0.0 0.1 0.0 -0.92
H 1.94144 -1.55098 3.84466 0.0 0.0 0.0 0.30
H 2.45996 -3.18857 3.36231 0.0 0.0 0.0 0.32
H 0.74563 -2.74677 3.33180 0.0 0.0 0.0 0.05
H 4.20687 -1.44655 1.90107 0.0 0.0 0.0 0.42
H 3.24455 0.03287 2.15175 0.0 0.0 0.0 0.28
H 3.61690 -0.54041 0.50421 0.0 0.0 0.0 0.29
Cl -2.74715 -3.19555 4.40534 0.0 0.0 0.0 -0.06
C -2.41453 -3.89643 2.82190 0.0 0.0 0.0 0.80
Cl -1.27880 -5.24202 2.95109 0.0 0.0 0.0 -0.06
Cl -3.89808 -4.39007 2.01475 0.0 0.0 0.0 -0.07
C -1.77831 -2.85892 1.99625 0.0 0.0 0.0 -0.09
N -1.27827 -2.06071 1.35151 -0.5 0.3 -0.4 -0.16
```
Forces are in eV/Å.

Results
orbital gap (spin up / spin down): 8.02 / 8.55 eV
HOMO energy (spin up / spin down): -11.522 / -11.469 eV
net charge: +1
2S+1: 2

=====

Entry from OMol25: a structure of composition C13H12ClN4NiO6 at a distorted geometry (ωB97M-V/def2-TZVPD).

The geometry in XYZ format:
```
37
Properties=species:S:1:pos:R:3:forces:R:3:mulliken_charge:R:1
Ni 0.39705 -0.61616 0.04713 1.0 -1.3 0.4 0.47
O 0.11621 1.01190 -5.25441 -0.4 0.9 -0.5 -0.52
C -0.67559 1.83323 -4.58412 -1.0 -0.1 -1.1 0.54
O -1.39082 2.70208 -5.08431 1.7 -1.7 1.1 -0.58
C -0.71816 1.51453 -3.11573 -0.5 0.1 2.3 -0.23
C -1.48580 2.25837 -2.14776 1.0 -1.0 0.4 0.72
Cl -2.47772 3.52845 -2.47867 -0.6 0.7 -0.7 -0.13
N -1.26784 1.81764 -0.86495 1.9 -1.6 -1.2 0.58
N -0.30267 0.80473 -0.96800 -1.2 -0.1 -1.8 -0.84
C -0.06702 0.54614 -2.32251 -0.6 2.2 1.9 0.59
C 0.89712 -0.56655 -2.58454 1.2 -0.5 -4.2 0.81
O 1.30181 -0.67519 -3.79125 -0.8 0.0 3.1 -0.78
O 1.23552 -1.34792 -1.64248 -0.8 1.0 1.2 -0.81
C -1.74205 2.16295 0.45623 -1.1 1.6 0.1 1.49
C -1.36143 1.45890 1.59794 0.6 -0.2 0.3 0.02
C -1.85711 1.87511 2.84695 -1.1 -0.2 1.1 -0.81
C -2.78976 2.91112 2.95989 0.8 0.1 -1.3 -0.52
C -3.18892 3.61497 1.80089 0.2 0.1 1.4 -0.68
C -2.64919 3.28134 0.59558 0.3 -1.8 -1.3 -0.51
H 0.65136 0.31565 -4.74006 -0.4 0.4 0.2 0.48
H -0.63123 0.61025 1.59810 -0.7 0.8 0.0 0.15
H -1.70155 1.37298 3.84636 0.5 0.2 -1.6 0.28
H -3.12002 3.16732 3.94369 -0.4 0.2 0.3 0.43
H -3.87750 4.46895 1.82580 0.2 -0.6 0.2 0.38
H -3.09246 3.72947 -0.29313 0.6 0.0 0.6 0.23
C 3.31658 -4.09944 -0.21737 1.0 1.1 0.1 -0.75
O 2.07142 -3.37505 0.15571 0.8 0.0 -1.6 -0.15
C 1.85427 -2.84560 1.33703 0.0 -0.9 0.9 0.63
O 1.13572 -1.77654 1.54509 0.8 -1.3 -1.9 -0.70
N 2.24427 -3.54414 2.41300 0.3 0.8 -0.6 0.24
N 1.65004 -3.13481 3.57723 -0.5 -0.7 3.4 -0.72
H 3.81639 -3.73312 -1.14604 -0.6 1.3 1.1 0.31
H 3.32717 -5.09742 -0.57083 -2.0 -1.6 0.4 0.34
H 3.96191 -4.12682 0.65343 0.4 0.5 -0.1 0.32
H 2.93672 -4.30966 2.49889 -1.0 0.9 -0.7 0.24
H 1.47178 -2.13936 3.66049 0.5 -0.3 -0.2 0.22
H 2.01149 -3.59831 4.44675 -0.3 0.9 -1.6 0.26
```
Forces are in eV/Å.

Results
energy above the lowest of the compared OMol25 structures with the same formula, charge and spin: 1.9566 eV
orbital gap (spin up / spin down): 8.49 / 6.90 eV
HOMO energy (spin up / spin down): -12.479 / -12.468 eV
net charge: +1
2S+1: 3

=====

Entry from OMol25: a structure of composition C13H12F11N4O7PdS2 at a distorted geometry (ωB97M-V/def2-TZVPD).

The geometry in XYZ format:
```
50
Properties=species:S:1:pos:R:3:forces:R:3:mulliken_charge:R:1
Pd -1.63127 -0.16502 0.22841 -0.3 -1.9 0.0 0.42
F -0.00529 5.14664 -0.52276 -0.1 0.1 0.0 -0.23
C 0.37892 3.98126 -1.03018 -0.2 0.0 -0.3 0.43
F 0.40133 4.07885 -2.35621 0.0 0.0 -0.2 -0.24
F 1.62487 3.73257 -0.61030 0.1 0.0 0.1 -0.18
S -0.68417 2.60660 -0.44053 0.6 0.7 -0.1 1.28
O -0.64293 2.78834 0.97939 0.0 -0.1 0.0 -0.62
O -0.05894 1.42185 -1.01290 -0.3 0.4 0.3 -0.53
N -2.06857 2.98092 -1.11845 0.0 -0.5 0.2 -0.66
S -3.17530 1.89132 -0.76773 -0.1 0.6 -0.3 1.17
O -3.10839 0.72101 -1.61918 0.1 0.2 0.4 -0.56
O -3.32933 1.68628 0.65793 -0.1 0.1 -0.4 -0.55
C -4.67826 2.76188 -1.34513 0.2 0.1 -0.1 0.44
F -5.72565 1.98154 -1.12759 -0.2 -0.1 0.0 -0.19
F -4.84864 3.91328 -0.70631 -0.1 0.1 0.1 -0.22
F -4.58033 3.00584 -2.65002 -0.1 0.1 -0.1 -0.22
F -3.59550 -1.71369 1.97864 0.1 0.1 0.0 -0.32
C -3.50651 -1.33547 0.67905 -0.1 0.0 -0.5 0.42
F -4.63752 -0.60590 0.41143 0.1 0.0 0.1 -0.25
C -3.68360 -2.61060 -0.18927 0.1 0.1 0.2 0.73
F -4.97824 -2.98040 -0.27792 0.0 -0.1 0.0 -0.31
F -3.24662 -2.41538 -1.43511 0.0 0.0 -0.1 -0.25
F -3.02199 -3.66333 0.31639 0.0 0.0 0.0 -0.24
O -0.41073 -1.55661 -1.12955 -0.1 0.1 0.3 -0.70
C -0.25201 -2.39173 -0.20690 0.1 0.0 0.0 0.98
C 0.47093 -3.71554 -0.34033 0.0 0.0 0.0 -0.70
C 0.36071 -4.28352 1.07245 0.0 0.1 0.0 -0.33
C -0.39866 -3.19735 1.85897 0.0 -0.1 0.1 -0.05
O -0.64949 -3.27701 3.03931 0.0 0.0 -0.1 -0.70
N -0.72184 -2.16385 1.00782 0.1 0.0 0.1 -0.05
H 1.49693 -3.54493 -0.67054 0.0 0.0 0.0 0.26
H -0.02268 -4.32005 -1.10235 0.0 0.0 0.0 0.27
H 1.32495 -4.45339 1.55176 0.0 0.0 0.0 0.29
H -0.21330 -5.20773 1.12953 0.0 0.0 0.0 0.26
N 0.51834 0.21043 1.79365 0.2 0.0 0.3 -0.61
C 1.53110 0.43606 1.28663 0.1 0.3 -0.1 0.58
N 2.68942 0.70160 0.69779 -0.1 -0.1 0.0 0.10
C 3.64411 1.65589 1.24474 -0.1 -0.1 0.0 -0.46
C 5.02958 1.06958 1.05346 0.0 -0.1 -0.1 -0.66
O 5.27300 0.76437 -0.31310 0.0 0.0 0.0 -0.39
C 4.32345 -0.16614 -0.82562 0.1 0.0 0.0 -0.79
C 2.91443 0.37313 -0.70737 0.0 0.0 0.0 -0.13
H 3.42915 1.82763 2.29758 0.0 0.0 0.0 0.50
H 3.57366 2.60381 0.70464 -0.1 0.1 0.0 0.15
H 5.12643 0.15967 1.65892 0.0 0.0 0.0 0.34
H 5.79456 1.78395 1.35426 0.0 0.0 0.0 0.36
H 4.40156 -1.11221 -0.27519 0.0 0.0 0.0 0.38
H 4.58646 -0.33705 -1.86828 0.0 0.0 0.0 0.36
H 2.16763 -0.34683 -1.04146 0.0 0.0 0.0 0.30
H 2.81427 1.27941 -1.31246 -0.1 0.0 0.0 0.12
```
Forces are in eV/Å.

Results
energy above the lowest of the compared OMol25 structures with the same formula, charge and spin: 0.0000 eV
orbital gap (spin up / spin down): 7.71 / 8.30 eV
HOMO energy (spin up / spin down): -5.199 / -6.417 eV
net charge: -1
2S+1: 3

=====

Entry from OMol25: a structure of composition C13H12N3O4SV (ωB97M-V/def2-TZVPD).

The geometry in XYZ format:
```
34
Properties=species:S:1:pos:R:3:forces:R:3:mulliken_charge:R:1
V -0.11225 0.49071 0.43460 0.0 0.4 -0.7 0.70
C -1.13320 2.34101 1.32234 -0.2 0.0 0.1 -0.66
C -1.34882 1.22456 2.16991 -0.1 -0.1 0.1 -0.49
C -0.09933 0.80247 2.67364 0.0 -0.1 0.1 -0.45
C 0.88491 1.64495 2.12837 0.0 0.1 -0.1 -0.55
C 0.24095 2.59514 1.28160 0.3 0.0 0.3 -0.25
H -1.89574 2.87994 0.78281 0.0 0.0 0.0 0.57
H -2.30197 0.76485 2.37596 0.0 0.0 0.0 0.40
H 0.07153 -0.02629 3.34208 0.0 0.0 0.0 0.45
H 1.94662 1.56312 2.29926 0.0 0.0 0.0 0.49
H 0.72815 3.37880 0.72614 0.0 0.0 0.0 0.56
O 6.53244 -1.21728 -0.37992 0.0 0.0 0.0 -0.69
C 6.16956 -0.03323 -0.39454 0.0 0.0 0.0 0.43
O 6.78607 1.04446 -0.41625 0.0 -0.1 0.0 -0.71
C 4.62403 0.14422 -0.37933 -0.1 0.0 0.0 0.26
C 4.05497 1.39944 -0.57116 0.1 0.0 0.0 -0.67
C 2.69071 1.55149 -0.50380 -0.1 0.0 0.0 -0.31
N 1.86455 0.51530 -0.28301 0.1 -0.1 0.0 -0.22
C 2.41431 -0.71207 -0.16538 -0.1 -0.3 0.1 0.73
C 3.76951 -0.93966 -0.17872 0.1 0.2 -0.2 -0.57
C 1.40318 -1.82582 -0.02952 0.1 0.5 0.1 0.24
O 1.69395 -2.97157 0.16574 -0.2 0.0 -0.2 -0.60
O 0.16074 -1.33776 -0.15889 0.2 -0.5 0.5 -0.70
H 4.72364 2.23376 -0.73716 0.0 0.0 0.0 0.51
H 2.22648 2.52116 -0.62021 0.0 0.0 0.0 0.46
H 4.18624 -1.93087 -0.06447 0.0 0.0 0.0 0.60
N -1.81077 -1.94149 -1.82776 0.0 0.0 0.0 -0.27
C -2.45234 -0.79726 -1.92389 0.0 -0.1 0.0 0.71
N -3.36000 -0.62851 -2.88952 0.0 0.0 0.0 -0.40
S -2.22814 0.51848 -0.82604 0.0 0.0 -0.1 -0.50
H -1.93568 -2.67092 -2.51091 0.0 0.0 0.0 0.21
H -1.05205 -2.01153 -1.13649 0.0 0.0 0.0 0.31
H -3.59657 -1.36356 -3.53382 0.0 0.0 0.0 0.20
H -3.85195 0.24552 -2.94638 0.0 0.0 0.0 0.21
```
Forces are in eV/Å.

Results
energy above the lowest of the compared OMol25 structures with the same formula, charge and spin: 0.2567 eV
orbital gap (spin up / spin down): 6.31 / 6.85 eV
HOMO energy (spin up / spin down): -7.767 / -7.767 eV
2S+1: 3